(1)
ORCA calculation (ωB97M-V/def2-TZVPD) on a molecular structure, C33H52MgN3O3P2.

Properties
Calculated total energy in Eh: -2561.2702
Net charge: +1
LUMO in eV: -3.070
Relative energy (zero: lowest compared OMol25 entry of this formula, charge and spin) in kJ/mol: 0.00
Frontier orbital gap in eV: 4.6641

Geometry as XYZ:
```
94
C33H52MgN3O3P2 | the Open Molecules 2025 dataset | ωB97M-V/def2-TZVPD
C 0.545 1.073 2.426
C -0.973 1.983 0.907
C 0.400 2.169 3.267
C -0.925 3.227 1.611
C -0.278 3.308 2.832
H 0.860 2.127 4.251
H -1.502 4.070 1.214
H -0.289 4.207 3.440
N -0.068 0.958 1.227
P 2.164 -1.116 1.704
P -2.780 0.375 -0.603
C 1.475 -0.014 2.981
H 2.299 0.504 3.495
H 0.948 -0.603 3.751
C -2.047 1.860 -0.010
H -2.389 2.814 -0.445
C -2.743 0.547 -2.588
C -4.502 0.856 0.116
C 3.770 -0.273 1.182
C 2.437 -2.677 2.700
C -1.651 -0.399 -3.124
H -1.755 -1.416 -2.723
H -1.754 -0.466 -4.221
H -0.631 -0.050 -2.906
C -4.086 0.064 -3.154
H -4.308 -0.966 -2.845
H -4.927 0.704 -2.872
H -4.025 0.071 -4.254
C -2.437 1.965 -3.072
H -2.478 1.957 -4.174
H -3.163 2.706 -2.716
H -1.429 2.293 -2.787
C -5.494 -0.278 -0.149
H -5.179 -1.200 0.357
H -6.475 0.025 0.251
H -5.614 -0.500 -1.215
C -4.336 1.001 1.639
H -3.976 0.059 2.087
H -3.631 1.801 1.896
H -5.313 1.265 2.080
C -4.990 2.170 -0.494
H -4.450 3.032 -0.075
H -4.897 2.216 -1.590
H -6.057 2.311 -0.247
C 3.255 -3.635 1.819
H 3.302 -4.615 2.316
H 2.787 -3.766 0.833
H 4.287 -3.287 1.681
C 1.046 -3.281 2.993
H 0.491 -2.681 3.729
H 0.434 -3.376 2.084
H 1.187 -4.289 3.418
C 3.132 -2.432 4.044
H 3.230 -3.404 4.548
H 4.135 -2.015 3.937
H 2.549 -1.773 4.697
C 3.510 1.226 0.941
H 4.419 1.673 0.510
H 2.686 1.408 0.241
H 3.304 1.756 1.881
C 4.222 -0.961 -0.122
H 3.494 -0.829 -0.929
H 5.172 -0.514 -0.448
H 4.374 -2.040 0.014
C 4.875 -0.394 2.241
H 4.584 0.049 3.205
H 5.206 -1.430 2.388
H 5.750 0.166 1.874
Mg 0.605 -0.772 -0.228
C -3.202 -2.064 1.675
O -2.757 -3.017 2.134
N 1.711 0.086 -1.863
C 2.181 0.959 -2.523
C 2.220 2.303 -3.020
C 3.059 2.694 -4.074
C 1.380 3.243 -2.400
C 3.080 4.024 -4.485
H 3.690 1.941 -4.539
C 1.391 4.571 -2.821
H 0.752 2.930 -1.563
C 2.266 4.969 -3.842
H 3.741 4.332 -5.302
H 0.724 5.288 -2.333
H 2.315 6.021 -4.132
N -1.741 -4.877 -0.610
C -0.320 -4.621 -1.071
C 0.008 -3.199 -0.730
O 1.202 -2.768 -0.779
O -0.957 -2.428 -0.378
H -1.736 -5.351 0.305
H -2.239 -5.508 -1.251
H -2.249 -3.978 -0.506
H 0.354 -5.314 -0.565
H -0.257 -4.783 -2.148
```

Charges computed using Mulliken, reported in e: atom 1 (C): 0.33, atom 2 (C): 0.21, atom 3 (C): -0.82, atom 4 (C): -1.14, atom 5 (C): -0.97, atom 6 (H): 0.49, atom 7 (H): 0.44, atom 8 (H): 0.43, atom 9 (N): 1.03, atom 10 (P): 0.31, atom 11 (P): 0.71, atom 12 (C): -1.99, atom 13 (H): 0.54, atom 14 (H): 0.86, atom 15 (C): -1.25, atom 16 (H): 0.37, atom 17 (C): 2.02, atom 18 (C): 1.80, atom 19 (C): 1.95, atom 20 (C): 2.27, atom 21 (C): -1.27, atom 22 (H): 0.10, atom 23 (H): 0.56, atom 24 (H): -0.03, atom 25 (C): -2.07, atom 26 (H): 0.29, atom 27 (H): 0.38, atom 28 (H): 0.55, atom 29 (C): -1.80, atom 30 (H): 0.54, atom 31 (H): 0.27, atom 32 (H): 0.18, atom 33 (C): -1.54, atom 34 (H): 0.10, atom 35 (H): 0.53, atom 36 (H): 0.32, atom 37 (C): -1.49, atom 38 (H): 0.08, atom 39 (H): 0.23, atom 40 (H): 0.55, atom 41 (C): -1.58, atom 42 (H): 0.26, atom 43 (H): 0.18, atom 44 (H): 0.52, atom 45 (C): -2.01, atom 46 (H): 0.54, atom 47 (H): 0.25, atom 48 (H): 0.30, atom 49 (C): -1.72, atom 50 (H): 0.32, atom 51 (H): 0.19, atom 52 (H): 0.57, atom 53 (C): -1.66, atom 54 (H): 0.53, atom 55 (H): 0.30, atom 56 (H): 0.28, atom 57 (C): -1.90, atom 58 (H): 0.56, atom 59 (H): 0.25, atom 60 (H): 0.28, atom 61 (C): -1.36, atom 62 (H): 0.05, atom 63 (H): 0.56, atom 64 (H): 0.23, atom 65 (C): -2.02, atom 66 (H): 0.31, atom 67 (H): 0.37, atom 68 (H): 0.54, atom 69 (Mg): 2.19, atom 70 (C): 0.11, atom 71 (O): -0.26, atom 72 (N): -0.91, atom 73 (C): 0.52, atom 74 (C): 0.18, atom 75 (C): -0.52, atom 76 (C): -0.08, atom 77 (C): -0.56, atom 78 (H): 0.49, atom 79 (C): -0.73, atom 80 (H): 0.39, atom 81 (C): -0.41, atom 82 (H): 0.38, atom 83 (H): 0.45, atom 84 (H): 0.39, atom 85 (N): -0.12, atom 86 (C): -0.89, atom 87 (C): 0.70, atom 88 (O): -0.55, atom 89 (O): -0.58, atom 90 (H): 0.40, atom 91 (H): 0.40, atom 92 (H): 0.07, atom 93 (H): 0.32, atom 94 (H): 0.38

(2)
ORCA calculation (ωB97M-V/def2-TZVPD) on a molecular structure, C33H52N11O2SScSe.

Properties
Calculated total energy in Eh: -5602.0154
LUMO in eV: -0.130
Relative energy (zero: lowest compared OMol25 entry of this formula, charge and spin) in kJ/mol: 9.60
Frontier orbital gap in eV: 6.2229

Geometry as XYZ:
```
101
C33H52N11O2SScSe | the Open Molecules 2025 dataset | ωB97M-V/def2-TZVPD
Sc -0.403 -0.372 -0.170
C -3.881 -5.162 -3.097
C -2.393 -5.436 -2.917
N -1.868 -4.973 -1.642
C -1.670 -3.649 -1.350
S -1.405 -3.260 0.291
N -1.704 -2.851 -2.397
N -1.342 -1.549 -2.222
C -1.491 -0.854 -3.299
C -2.054 -1.465 -4.545
C -1.007 0.538 -3.283
C -1.235 1.416 -4.339
C -0.639 2.665 -4.321
C 0.159 3.016 -3.252
C 0.277 2.118 -2.204
N -0.280 0.907 -2.217
H -4.227 -5.517 -4.069
H -4.073 -4.092 -3.030
H -4.464 -5.666 -2.323
H -1.827 -4.947 -3.709
H -2.194 -6.507 -2.980
H -2.041 -5.543 -0.830
H -3.054 -1.855 -4.353
H -1.450 -2.331 -4.827
H -2.089 -0.773 -5.379
H -1.864 1.135 -5.168
H -0.800 3.353 -5.141
H 0.652 3.976 -3.202
H 0.846 2.353 -1.317
N -2.691 -0.594 0.312
C -2.832 -0.753 1.770
C -1.500 -0.965 2.485
O -1.460 -1.394 3.619
O -0.445 -0.599 1.804
H -3.220 0.220 0.011
H -3.029 -1.425 -0.160
H -3.498 -1.573 2.032
H -3.244 0.169 2.178
C 1.576 3.191 1.631
N 1.241 1.795 1.963
C 1.468 1.469 3.373
C 2.948 1.105 3.434
N 3.199 0.650 2.068
C 4.580 0.348 1.742
C 2.141 0.967 1.249
N 1.879 0.652 0.027
C 2.865 -0.034 -0.803
C 2.145 -1.068 -1.663
N 1.294 -1.784 -0.720
C 1.563 -3.054 -0.521
N 1.820 -3.983 -1.486
C 1.378 -3.858 -2.858
C 2.002 -5.304 -0.895
C 1.664 -5.080 0.584
N 1.688 -3.634 0.688
C 1.522 -2.973 1.958
H 2.651 3.401 1.739
H 1.019 3.856 2.285
H 1.277 3.392 0.604
H 0.850 0.607 3.625
H 1.194 2.308 4.009
H 3.156 0.309 4.150
H 3.596 1.958 3.667
H 5.219 0.917 2.421
H 4.831 0.653 0.732
H 4.812 -0.712 1.867
H 3.595 -0.591 -0.216
H 3.400 0.696 -1.421
H 2.879 -1.718 -2.145
H 1.561 -0.579 -2.444
H 0.893 -2.896 -2.998
H 0.641 -4.634 -3.082
H 2.217 -3.953 -3.551
H 3.026 -5.662 -1.034
H 1.323 -6.014 -1.369
H 2.404 -5.521 1.252
H 0.673 -5.462 0.846
H 2.243 -3.392 2.664
H 0.513 -3.095 2.358
H 1.708 -1.910 1.835
C -0.433 6.992 4.104
C -0.767 5.865 3.164
C -0.713 6.033 1.788
C -1.039 5.009 0.903
C -0.901 5.272 -0.570
C -1.435 3.756 1.399
Se -1.856 2.334 0.184
C -1.518 3.582 2.791
C -1.946 2.275 3.386
C -1.178 4.629 3.642
H 0.219 7.725 3.628
H 0.066 6.624 5.001
H -1.337 7.516 4.425
H -0.401 6.992 1.384
H -0.789 6.340 -0.760
H -1.750 4.882 -1.129
H -0.014 4.766 -0.962
H -1.331 1.467 2.991
H -2.981 2.057 3.117
H -1.866 2.292 4.473
H -1.238 4.470 4.715
```

Atom charges from the Mulliken analysis, given in e for atoms 1 to 99: atom 1 (Sc): -0.98, atom 2 (C): -1.22, atom 3 (C): -0.38, atom 4 (N): -0.02, atom 5 (C): 0.38, atom 6 (S): -0.71, atom 7 (N): -1.17, atom 8 (N): 1.36, atom 9 (C): 0.50, atom 10 (C): -1.64, atom 11 (C): 0.92, atom 12 (C): -1.34, atom 13 (C): -0.83, atom 14 (C): -1.18, atom 15 (C): -0.24, atom 16 (N): 1.29, atom 17 (H): 0.38, atom 18 (H): 0.24, atom 19 (H): 0.32, atom 20 (H): 0.15, atom 21 (H): 0.54, atom 22 (H): 0.30, atom 23 (H): 0.23, atom 24 (H): 0.22, atom 25 (H): 0.52, atom 26 (H): 0.37, atom 27 (H): 0.43, atom 28 (H): 0.51, atom 29 (H): 0.33, atom 30 (N): -0.25, atom 31 (C): -0.68, atom 32 (C): 0.71, atom 33 (O): -0.78, atom 34 (O): 0.39, atom 35 (H): 0.32, atom 36 (H): 0.23, atom 37 (H): 0.30, atom 38 (H): 0.25, atom 39 (C): -0.98, atom 40 (N): 1.67, atom 41 (C): -0.56, atom 42 (C): -1.14, atom 43 (N): 0.24, atom 44 (C): -1.24, atom 45 (C): -1.30, atom 46 (N): 0.44, atom 47 (C): -1.11, atom 48 (C): -0.96, atom 49 (N): 2.34, atom 50 (C): -1.38, atom 51 (N): 0.16, atom 52 (C): -0.77, atom 53 (C): -0.48, atom 54 (C): -0.57, atom 55 (N): 0.29, atom 56 (C): -1.24, atom 57 (H): 0.54, atom 58 (H): 0.18, atom 59 (H): -0.21, atom 60 (H): 0.05, atom 61 (H): 0.58, atom 62 (H): 0.41, atom 63 (H): 0.57, atom 64 (H): 0.36, atom 65 (H): 0.48, atom 66 (H): 0.30, atom 67 (H): 0.43, atom 68 (H): 0.27, atom 69 (H): 0.91, atom 70 (H): -0.22, atom 71 (H): 0.10, atom 72 (H): 0.26, atom 73 (H): 0.32, atom 74 (H): 0.38, atom 75 (H): 0.28, atom 76 (H): 0.39, atom 77 (H): 0.26, atom 78 (H): 0.41, atom 79 (H): 0.30, atom 80 (H): 0.36, atom 81 (C): -1.69, atom 82 (C): 0.62, atom 83 (C): -1.18, atom 84 (C): 0.86, atom 85 (C): -1.31, atom 86 (C): 0.34, atom 87 (Se): -0.21, atom 88 (C): 0.76, atom 89 (C): -0.95, atom 90 (C): -1.04, atom 91 (H): 0.38, atom 92 (H): 0.38, atom 93 (H): 0.33, atom 94 (H): 0.34, atom 95 (H): 0.46, atom 96 (H): 0.28, atom 97 (H): -0.01, atom 98 (H): -0.42, atom 99 (H): 0.39